45
Properties=species:S:1:pos:R:3:forces:R:3 method="wB97M-V/def2-TZVPD" e_above_lowest_kcal_mol=64.5 spin_multiplicity=1 orbital_gap_ev=8.5 charge=0 smiles="CCSc1cc(NCc2cccs2)nc(-c2ccc(S(C)(=O)=O)cc2)n1"
C 1.065179 -4.999534 1.515863 0.42 1.18 -1.19
C 1.180234 -3.498708 1.542759 -2.36 1.59 0.59
S 0.063706 -2.693839 0.148606 1.03 -2.98 -0.09
C -0.015905 -1.044905 0.535772 1.34 2.26 -0.49
C -0.361626 -0.591413 1.747743 -2.43 -1.45 3.26
C -0.345162 0.773123 1.995659 2.72 1.76 -2.16
N -0.175699 1.343642 3.200711 -0.95 1.10 2.91
C -1.230090 1.085211 4.272149 0.24 0.74 -2.40
C -0.887864 -0.080494 5.097842 1.47 -2.61 1.80
C 0.283061 -0.872043 5.115269 -2.55 0.60 0.54
C 0.225096 -1.988198 6.042008 0.27 0.35 -0.57
C -1.022721 -2.091236 6.599876 1.11 -0.13 1.23
S -2.032099 -0.760278 6.258437 0.32 0.32 -1.06
N -0.021389 1.670687 1.019288 0.02 -0.89 -1.11
C 0.385293 1.147413 -0.176068 -0.70 -0.70 3.31
C 0.888457 2.036613 -1.214258 1.64 1.83 -0.87
C 1.188906 1.461270 -2.447479 -0.26 -0.13 0.65
C 1.649124 2.207853 -3.490466 -0.37 0.69 -1.51
C 1.735308 3.624293 -3.345495 0.69 -1.86 -2.71
S 2.145937 4.632794 -4.801475 3.91 -0.20 -3.82
C 0.592636 4.627387 -5.755930 -0.53 -0.33 -1.05
O 2.761102 5.937836 -4.516498 -2.51 -0.93 1.22
O 3.091871 3.973234 -5.772364 -2.35 -0.38 2.35
C 1.557140 4.189387 -2.148877 0.14 0.09 2.03
C 1.274428 3.410083 -1.043760 -1.80 -2.70 0.43
N 0.457759 -0.159254 -0.352007 -0.05 -0.43 -2.10
H 0.027329 -5.248597 1.546212 -0.62 -0.54 -0.13
H 1.542248 -5.274645 0.578182 -0.17 -0.81 0.02
H 1.573154 -5.425721 2.354874 0.40 -0.31 0.46
H 2.174826 -3.113775 1.474746 0.56 0.23 -0.29
H 0.690571 -3.103370 2.451962 0.51 -0.13 -0.26
H -0.687606 -1.328477 2.554641 0.51 1.23 -1.09
H 0.266201 2.290217 3.112383 -1.16 -1.26 0.29
H -2.141850 0.862920 3.645773 0.43 0.35 1.08
H -1.384455 2.010962 4.856710 0.02 -0.49 -0.31
H 1.008272 -0.695875 4.365379 1.00 0.17 -0.25
H 1.115770 -2.621565 6.312813 -1.30 0.59 -0.53
H -1.268694 -2.763965 7.428455 -0.11 0.27 -0.51
H 1.073558 0.394271 -2.505410 -0.11 -0.21 -0.35
H 1.767816 1.657176 -4.444077 0.35 0.91 0.49
H 0.672312 3.986975 -6.706755 0.49 1.16 1.52
H 0.281533 5.642525 -5.985167 0.49 0.24 -0.25
H -0.267832 4.240005 -5.235953 0.00 -0.39 0.77
H 1.695859 5.213641 -1.990022 0.31 1.47 -0.03
H 1.221273 3.749338 -0.029087 -0.08 0.71 0.18

***

44
Properties=species:S:1:pos:R:3:forces:R:3 method="wB97M-V/def2-TZVPD" e_above_lowest_kcal_mol=109.3 spin_multiplicity=1 orbital_gap_ev=8.6 charge=0 smiles="COc1ccc(OC)c(C2=NO[C@H](C(=O)NCc3ccccn3)C2)c1"
C 4.225125 2.479127 1.693787 0.15 0.10 -0.02
O 3.063553 1.706787 1.869505 -0.26 -0.19 0.03
C 2.810769 0.704770 0.975368 0.06 -0.06 -0.13
C 3.600270 0.391342 -0.121751 -0.05 0.27 0.34
C 3.235220 -0.647151 -0.965312 -0.17 -0.30 -0.20
C 2.085051 -1.392938 -0.746090 0.14 0.21 0.12
O 1.674847 -2.412582 -1.532067 0.09 0.16 0.11
C 2.461392 -2.784762 -2.636511 0.13 -0.03 -0.16
C 1.275408 -1.079325 0.370812 0.57 0.14 -0.39
C 0.054823 -1.806448 0.642108 -0.89 -0.17 0.52
N -0.396838 -2.744553 -0.094046 0.60 0.08 -0.48
O -1.582827 -3.226550 0.382847 -0.58 -0.18 0.37
C -2.019226 -2.453281 1.511572 -0.10 0.35 0.32
C -3.225292 -1.572082 1.167085 0.23 -0.56 -0.17
O -4.016378 -1.211865 2.012787 -0.07 0.17 0.34
N -3.271394 -1.203479 -0.127534 -0.19 -0.05 -0.55
C -4.015463 -0.046622 -0.549300 -0.15 -0.12 0.17
C -3.116077 1.163928 -0.653871 -0.05 0.20 -0.02
C -3.616830 2.408640 -1.025735 0.16 -0.05 0.02
C -2.744350 3.480310 -1.087230 0.00 -0.09 0.01
C -1.406503 3.276334 -0.779807 -0.03 -0.03 0.00
C -1.006586 1.999193 -0.424727 0.20 0.39 -0.07
N -1.836871 0.972109 -0.363387 -0.08 -0.32 0.06
C -0.839870 -1.519363 1.832860 0.04 -0.26 -0.09
C 1.657483 -0.038712 1.208799 0.11 -0.07 -0.15
H 4.210666 3.018797 0.740824 0.01 -0.03 0.02
H 4.227896 3.197144 2.512325 0.05 -0.03 -0.08
H 5.129944 1.865046 1.749512 -0.03 0.02 -0.02
H 4.502749 0.939927 -0.339391 0.07 0.07 0.01
H 3.872894 -0.863577 -1.807599 0.02 -0.06 -0.08
H 2.543216 -1.974308 -3.368941 0.00 -0.02 0.05
H 3.464608 -3.101772 -2.332169 -0.04 0.03 0.00
H 1.941144 -3.626794 -3.089528 0.07 0.05 -0.01
H -2.278592 -3.137129 2.323049 -0.03 0.15 -0.12
H -2.506299 -1.480584 -0.725445 -0.02 -0.08 0.18
H -4.499298 -0.239993 -1.512430 -0.01 0.05 0.12
H -4.789208 0.132970 0.204236 0.04 -0.02 -0.18
H -4.665019 2.526207 -1.254271 -0.12 0.02 -0.03
H -3.100398 4.460984 -1.368365 -0.03 0.06 -0.02
H -0.695922 4.087034 -0.813377 0.08 0.06 0.00
H 0.022850 1.774635 -0.174667 0.13 0.10 -0.01
H -1.151391 -0.474827 1.857551 0.06 -0.02 0.03
H -0.341608 -1.769384 2.770559 0.00 0.03 0.00
H 1.062337 0.222817 2.067952 -0.13 0.01 0.12

***

45
Properties=species:S:1:pos:R:3:forces:R:3 method="wB97M-V/def2-TZVPD" e_above_lowest_kcal_mol=0.0 spin_multiplicity=1 orbital_gap_ev=7.9 charge=+1
Sc -0.092400 -0.064509 0.393602 0.03 -0.04 -0.04
O 1.780262 0.208015 -0.160758 -0.11 0.11 0.10
C 2.537925 1.116008 -0.750236 0.12 -0.19 0.03
C 3.914598 0.892392 -0.879956 0.01 -0.05 0.00
C 4.722599 1.814315 -1.509784 -0.04 0.07 -0.03
C 4.192578 2.997507 -2.037088 0.05 -0.07 0.03
C 2.846569 3.232547 -1.909452 -0.03 0.05 -0.02
C 1.999182 2.310317 -1.269485 -0.05 0.05 0.00
C 0.608200 2.652585 -1.145426 -0.01 -0.04 0.01
N -0.312101 1.962024 -0.566513 -0.07 0.04 -0.01
C -1.658859 2.553711 -0.519242 0.00 -0.02 -0.02
C -2.679067 1.426304 -0.490365 0.03 0.01 0.03
N -2.236255 0.485682 0.534875 -0.05 0.01 -0.01
C -3.054169 0.132870 1.461838 0.02 -0.01 0.00
C -2.741689 -0.694508 2.597414 -0.01 0.04 -0.08
C -3.804633 -1.104910 3.421056 -0.07 0.01 0.00
C -3.588642 -1.877390 4.534379 0.09 -0.03 0.03
C -2.275900 -2.240336 4.856823 -0.10 0.03 -0.02
C -1.214419 -1.835183 4.078033 0.10 0.00 0.00
C -1.420354 -1.059933 2.932446 0.11 -0.03 0.11
O -0.374904 -0.673216 2.210442 -0.09 -0.01 -0.15
H 4.322244 -0.017372 -0.458391 0.01 0.01 0.00
H 5.784390 1.620722 -1.592108 0.00 0.00 0.00
H 4.833680 3.715357 -2.527833 0.00 0.00 0.00
H 2.417179 4.147987 -2.300573 0.00 -0.01 0.00
H 0.325934 3.612405 -1.586133 0.02 0.01 -0.01
H -1.750879 3.139885 0.398579 0.01 0.00 0.01
H -1.831578 3.217165 -1.369267 0.01 0.01 0.00
H -3.679235 1.813442 -0.283705 -0.01 -0.01 -0.02
H -2.700191 0.919367 -1.459079 0.01 -0.02 0.00
H -4.084320 0.494303 1.406326 -0.01 -0.01 0.03
H -4.812205 -0.803610 3.157588 0.01 0.00 -0.01
H -4.414079 -2.194563 5.155098 0.00 0.00 0.00
H -2.087824 -2.843292 5.735761 0.00 0.00 0.00
H -0.196891 -2.102329 4.330342 -0.01 0.00 0.01
N 1.813939 -3.250321 -3.212368 0.00 0.01 0.02
C 1.425388 -2.133925 -2.362655 -0.01 -0.05 -0.03
C 0.108914 -2.467063 -1.682332 -0.02 0.05 -0.01
O -0.415922 -3.601847 -1.999583 0.09 0.00 -0.06
O -0.451430 -1.711113 -0.884064 0.02 0.05 0.03
H 1.921305 -2.989137 -4.182188 -0.01 0.00 0.00
H 0.234357 -3.997977 -2.649882 -0.05 0.01 0.04
H 2.667745 -3.695735 -2.906168 0.00 0.00 0.00
H 1.270840 -1.212235 -2.926384 0.01 0.01 0.01
H 2.150102 -1.894428 -1.583586 0.00 0.00 0.01

***

47
Properties=species:S:1:pos:R:3:forces:R:3 method="wB97M-V/def2-TZVPD" e_above_lowest_kcal_mol=332.1 spin_multiplicity=1 orbital_gap_ev=8.1 charge=0 smiles="CCNC(=O)CSc1nc2cc(S(=O)(=O)Nc3ccc(OC)cc3)ccc2o1"
C 3.239614 2.276937 -0.520210 0.47 2.57 -6.68
C 2.824218 1.991933 0.802929 -0.67 6.07 3.27
N 2.964462 0.708357 0.968100 2.85 -8.17 6.06
C 3.613541 0.092366 2.161241 0.77 1.90 -0.36
O 4.221400 0.758916 3.067015 -2.56 -2.96 -3.63
C 3.663037 -1.560522 2.043094 -1.03 2.37 4.58
S 2.073486 -2.391551 2.935417 1.55 1.22 -2.06
C 1.134626 -2.282043 1.507624 -3.90 2.45 -2.96
N 1.256277 -1.485588 0.217035 -2.66 -6.28 5.74
C 0.031364 -2.011999 -0.371236 3.97 4.35 -5.24
C -0.212768 -1.554391 -1.766543 -5.93 -5.72 8.11
C -1.600880 -1.921675 -1.946663 4.61 3.62 -6.81
S -2.276727 -1.347971 -3.512088 7.19 6.19 -1.66
O -3.258274 -2.149953 -4.023604 -3.41 -3.87 -2.28
O -1.020004 -0.845938 -4.500120 -5.62 -1.92 4.77
N -3.222639 -0.035396 -2.937914 -1.65 1.42 2.94
C -2.587165 0.823244 -1.812639 -2.74 -5.23 -4.27
C -1.354727 1.131778 -1.998279 4.20 6.05 6.11
C -0.717720 1.898453 -0.764233 -1.00 -3.14 -6.04
C -1.302608 1.792812 0.417429 3.54 0.85 1.04
O -0.449413 2.359365 1.408992 -1.81 -2.49 0.95
C -0.965035 1.977871 2.743654 2.99 12.38 -1.25
C -2.424320 1.020339 0.544771 -0.66 2.09 2.91
C -3.009465 0.601721 -0.580438 -6.97 -2.64 4.03
C -2.491845 -2.552716 -1.288444 -1.64 -4.82 7.72
C -2.089963 -3.022014 0.078266 -0.21 2.50 -6.24
C -0.841430 -2.778905 0.324235 3.58 1.27 5.74
O -0.268638 -2.853609 1.746360 3.61 0.87 -3.87
H 4.260248 1.955886 -0.777111 -0.07 0.23 0.49
H 2.634648 1.647749 -1.400232 0.95 1.74 2.34
H 3.177565 3.447596 -0.772539 -0.02 -2.58 0.31
H 3.621767 2.387523 1.634742 -2.31 0.24 -1.88
H 1.716174 2.373211 0.875227 2.03 -0.46 0.80
H 2.342402 0.087095 0.551856 -1.11 -1.36 -1.11
H 4.469898 -1.926960 2.723519 -0.47 0.37 -1.03
H 3.617909 -1.911389 1.072985 0.19 -0.70 -1.91
H 0.372630 -0.942453 -2.255922 2.66 2.77 -2.79
H -4.170029 -0.377174 -2.424340 2.86 0.33 -2.20
H -1.118847 1.425283 -2.912942 2.20 0.46 -4.08
H 0.267961 2.248592 -0.863850 0.95 0.75 -0.20
H -1.760817 2.699839 2.728830 -1.70 -0.89 0.87
H -0.325257 2.632565 3.527613 -0.66 -1.96 -1.79
H -1.040059 1.094868 3.048194 -0.82 -7.67 1.74
H -2.882999 1.191878 1.535918 -0.32 -1.37 -0.69
H -4.103332 0.046083 -0.356544 2.91 1.43 -0.97
H -3.397196 -3.067383 -1.485926 -0.92 0.63 -1.45
H -2.611074 -3.652631 0.606770 -3.22 -2.91 2.91

***

41
Properties=species:S:1:pos:R:3:forces:R:3 method="wB97M-V/def2-TZVPD" e_above_lowest_kcal_mol=402.9 spin_multiplicity=1 orbital_gap_ev=8.1 charge=0
C 4.341937 -3.005070 -1.460387 -5.79 -4.20 -8.33
H 4.047200 -3.726493 -0.824302 -1.49 -2.76 1.78
O 3.156997 -2.312762 -2.194933 8.54 -4.85 -3.95
C 2.348986 -1.727338 -1.418111 -3.49 2.55 -2.05
C 1.667268 -2.613653 -0.638255 -7.66 -9.31 3.88
H 2.135509 -3.248609 0.225319 -0.34 2.17 -1.11
H 1.200852 -3.742414 -1.151241 1.22 3.45 0.47
S 0.113845 -1.819148 0.099223 1.47 -0.52 0.87
C -0.969688 -1.376131 -1.225860 0.21 1.01 5.88
C -0.910552 -1.916068 -2.360012 -3.72 -0.79 -8.14
C -2.019568 -1.591157 -3.459717 2.61 1.77 5.87
C -2.847016 -0.583080 -3.219693 9.58 -2.92 12.26
C -2.680656 0.049093 -1.756353 -6.02 0.32 -7.38
C -2.046358 -0.468417 -0.803199 5.67 -0.87 1.95
C -2.014445 0.188027 0.505984 -3.13 -3.74 7.69
O -2.885330 -0.434012 1.404276 4.16 3.78 -4.49
N -1.036248 1.068415 0.991606 -3.51 -5.96 -7.19
C -0.992700 1.661875 2.139187 -2.51 2.01 2.59
C -1.821411 1.623884 3.272180 -1.16 -5.24 0.32
C -1.454813 2.206293 4.404772 7.47 5.65 -9.75
C -0.409099 3.358640 4.186504 -6.36 -4.73 7.51
C 0.130967 3.352419 3.056379 7.63 8.90 -1.15
C -0.198064 2.706957 1.978446 1.92 -1.51 -2.75
C 0.405821 2.628209 0.642951 6.05 13.57 1.83
H 0.094606 3.909331 -0.114848 0.67 -3.24 2.16
H 1.514776 2.790048 0.631753 -0.87 -0.17 0.28
C -0.018803 1.606003 -0.008336 -11.44 -2.60 -3.54
H 0.398622 0.854115 -0.358629 5.71 -6.71 -2.06
H -0.652288 1.725068 -0.989368 0.73 0.84 1.59
H 0.964403 4.307229 3.077583 -1.93 -2.60 -1.05
H -0.318824 3.974247 5.068080 0.82 0.28 -0.31
H -1.841953 2.224143 5.215490 -5.22 -0.56 9.92
H -2.491897 0.732686 3.371159 0.23 1.11 -0.51
H -3.492444 0.675979 -1.487464 -0.45 1.26 -0.03
H -3.452008 -0.289703 -3.791215 -8.88 4.56 -8.09
H -2.010961 -1.963276 -4.372300 0.38 -2.41 -3.93
H -0.192518 -2.556367 -2.752376 1.37 -1.18 0.01
H 2.737335 -1.263917 -0.617630 2.24 4.20 2.10
H 1.656060 -1.263000 -2.171940 0.28 0.83 1.45
H 4.743542 -2.372269 -0.977154 5.20 8.96 6.55
H 5.098920 -3.369778 -2.117569 -0.17 -0.34 -1.13